Below is a structure of composition C19H16N7O2Sr at a distorted geometry, with properties calculated with the ωB97M-V functional and the def2-TZVPD basis.

Structure (ORCA input):
```
! RIJCOSX wB97M-V def2-TZVPD def2/J DEFGRID3
* xyz 1 1
Sr 1.070 -1.365 -0.466
N -0.390 0.951 -4.282
C -0.004 0.118 -3.311
N 0.592 0.533 -2.217
C 0.627 1.896 -2.019
N 0.813 2.349 -0.790
N 1.328 1.448 -0.006
C 1.688 1.718 1.249
C 2.204 0.712 2.125
C 2.758 1.102 3.349
C 2.908 0.157 4.367
C 2.544 -1.129 4.088
C 2.203 -1.549 2.830
N 2.110 -0.611 1.841
C 0.178 2.851 -2.977
C 0.057 4.284 -2.730
C -0.368 5.061 -3.781
C -0.862 4.530 -4.980
C -0.884 3.164 -5.168
C -0.334 2.337 -4.155
H -0.690 0.524 -5.181
H -0.298 -0.912 -3.371
H 1.814 2.759 1.569
H 2.974 2.194 3.537
H 3.373 0.390 5.306
H 2.542 -1.915 4.873
H 1.912 -2.615 2.619
H 0.193 4.652 -1.706
H -0.402 6.180 -3.717
H -1.274 5.178 -5.748
H -1.186 2.682 -6.056
C -2.177 -4.149 3.710
N -1.957 -3.723 2.303
C -2.996 -3.378 1.457
C -2.763 -2.869 0.188
C -1.367 -2.459 -0.145
O -1.119 -1.772 -1.167
N -0.366 -2.934 0.664
C -0.555 -3.535 1.883
O 0.416 -3.982 2.502
H -1.211 -4.225 4.216
H -2.712 -5.141 3.703
H -2.806 -3.387 4.191
H -3.984 -3.435 1.892
H -3.599 -2.684 -0.489
*
```

Results
Energy above the lowest of the compared OMol25 structures with the same formula, charge and spin in kJ/mol: 0.0
Lowest unoccupied orbital energy in Eh: -0.13525
E_HOMO in eV: -10.595
Frontier orbital gap in eV: 6.9144

natural (NBO) population analysis, charges in e, atoms 1 to 8: 1.8440, -0.5288, 0.3425, -0.6264, 0.4031, -0.3449, -0.3211, 0.0366

***

Below is a structure of composition C19H17AsKN6O3Se at a distorted geometry, with properties calculated with the ωB97M-V functional and the def2-TZVPD basis.

Structure (ORCA input):
```
! RIJCOSX wB97M-V def2-TZVPD def2/J DEFGRID3
* xyz -1 1
K 0.842 -1.612 2.141
O 0.959 1.392 2.705
N 2.132 1.894 2.850
O 2.330 3.120 2.725
O 3.067 1.066 3.052
N -1.797 -2.141 0.584
C -2.064 -3.029 -0.135
C -2.299 -4.204 -0.897
C -2.249 -5.443 -0.176
N -2.198 -6.413 0.457
C -2.267 -4.154 -2.313
N -2.337 -4.185 -3.469
C 0.017 3.111 -0.377
As -0.367 1.224 -0.200
C -1.492 1.041 -1.753
C -1.812 1.369 1.145
C -3.010 2.150 0.718
C -3.100 3.517 0.947
C -4.212 4.215 0.465
C -5.225 3.571 -0.258
C -5.150 2.193 -0.421
C -4.078 1.495 0.082
H -0.950 3.620 -0.544
H 0.671 3.289 -1.223
H 0.484 3.468 0.542
H -2.225 1.880 -1.793
H -2.028 0.085 -1.760
H -0.884 1.076 -2.654
H -1.355 1.834 2.005
H -2.076 0.342 1.365
H -2.274 4.021 1.441
H -4.242 5.270 0.631
H -6.018 4.147 -0.675
H -5.929 1.666 -0.972
H -3.974 0.418 -0.011
Se 3.215 0.295 -0.769
N 2.800 -1.395 -0.445
C 3.943 -2.064 -0.422
C 4.001 -3.470 -0.304
C 5.231 -4.030 -0.155
C 6.407 -3.232 -0.092
C 6.395 -1.882 -0.263
C 5.120 -1.281 -0.510
N 4.943 0.004 -0.798
H 3.103 -4.108 -0.343
H 5.319 -5.109 -0.063
H 7.348 -3.726 0.110
H 7.287 -1.295 -0.170
*
```

Results
Energy above the lowest of the compared OMol25 structures with the same formula, charge and spin in kJ/mol: 0.4
Lowest unoccupied orbital energy in Eh: 0.03671
E_HOMO in eV: -5.308
Frontier orbital gap in eV: 6.3067

natural (NBO) population analysis, charges in e, atoms 1 to 8: 0.9688, -0.6261, 0.7041, -0.4939, -0.5597, -0.5495, 0.3789, -0.6117

***

Below is a structure of composition C19H17CuF5N2O at a distorted geometry, with properties calculated with the ωB97M-V functional and the def2-TZVPD basis.

Structure (ORCA input):
```
! RIJCOSX wB97M-V def2-TZVPD def2/J DEFGRID3
* xyz 0 2
C 0.834 0.763 3.972
C 2.074 -0.129 3.945
H 1.119 1.812 3.858
H 0.326 0.675 4.935
H 0.121 0.500 3.192
H 2.688 0.066 3.065
H 2.710 0.019 4.823
H 1.800 -1.186 3.942
C -1.302 2.388 -0.470
C -1.890 3.254 -1.393
C -1.544 3.157 -2.743
C -0.597 2.213 -3.125
H -1.544 2.407 0.593
H -2.625 3.970 -1.035
H -2.008 3.798 -3.488
H -0.277 2.074 -4.152
N -0.409 1.455 -0.845
C -0.031 1.377 -2.154
C 0.911 0.304 -2.435
N 1.190 -0.465 -1.358
C 1.965 -1.546 -1.495
C 2.289 -1.118 -3.838
C 2.537 -1.918 -2.718
H 2.119 -2.120 -0.589
H 3.153 -2.814 -2.747
C 1.466 0.004 -3.694
H 1.224 0.678 -4.513
H 2.726 -1.361 -4.806
Cu 0.113 -0.007 0.360
C 0.946 -1.337 1.472
H 1.934 -0.895 1.641
H 1.008 -2.225 0.838
H 0.436 -1.564 2.409
F -6.195 -2.068 2.294
C -4.999 -1.887 1.710
C -4.573 -2.759 0.702
F -5.355 -3.801 0.342
C -3.370 -2.543 0.071
F -2.930 -3.375 -0.889
C -2.558 -1.406 0.389
O -1.567 -1.087 -0.346
C -2.972 -0.646 1.521
F -2.162 0.349 1.974
C -4.186 -0.833 2.134
F -4.599 -0.013 3.124
*
```

Results
Energy above the lowest of the compared OMol25 structures with the same formula, charge and spin in kJ/mol: 0.0
Lowest unoccupied orbital energy (spin up / spin down) in Eh: -0.03841 / -0.04049
E_HOMO (spin up / spin down) in eV: -7.001 / -7.013
Frontier orbital gap (spin up / spin down) in eV: 5.9562 / 5.9110

natural (NBO) population analysis, charges in e, atoms 1 to 8: -0.6131, -0.6003, 0.1968, 0.2072, 0.2098, 0.1926, 0.2011, 0.2090

***

Below is a cluster of 2 separate species, C19H17F3O2S in total at a distorted geometry, with properties calculated with the ωB97M-V functional and the def2-TZVPD basis.

Structure (ORCA input):
```
! RIJCOSX wB97M-V def2-TZVPD def2/J DEFGRID3
* xyz 0 1
C -0.706 -1.203 2.724
C -1.049 -2.708 2.975
C -1.841 -3.098 1.761
C -1.965 -2.046 0.867
C -1.314 -0.891 1.367
C -1.628 0.450 0.947
C -2.416 0.675 -0.211
C -2.716 1.964 -0.612
C -2.304 3.058 0.156
C -1.600 2.849 1.344
C -1.270 1.566 1.750
H -1.182 -0.607 3.520
H 0.373 -0.973 2.745
H -0.160 -3.330 3.131
H -1.659 -2.768 3.889
H -2.239 -4.096 1.592
H -2.518 -2.094 -0.064
H -2.790 -0.184 -0.779
H -3.263 2.103 -1.546
H -2.544 4.062 -0.170
H -1.284 3.694 1.953
H -0.726 1.393 2.685
F 0.771 1.219 -2.825
C 1.357 0.774 -1.694
F 2.695 0.825 -1.848
F 1.029 1.615 -0.685
S 0.712 -0.955 -1.404
C 0.974 -1.124 0.320
C 1.474 -2.398 0.732
C 2.393 -2.531 1.807
C 2.608 -3.783 2.382
C 1.955 -4.910 1.887
C 1.138 -4.810 0.745
C 0.979 -3.589 0.117
O -0.687 -0.911 -1.765
O 1.593 -1.814 -2.173
H 1.454 -0.227 0.730
H 2.937 -1.655 2.167
H 3.301 -3.872 3.229
H 2.102 -5.877 2.373
H 0.641 -5.709 0.359
H 0.420 -3.498 -0.817
*
```

Results
Lowest unoccupied orbital energy in Eh: -0.04785
E_HOMO in eV: -7.367
Frontier orbital gap in eV: 6.0649

natural (NBO) population analysis, charges in e, atoms 1 to 8: -0.4744, -0.4659, -0.0331, -0.2935, 0.2036, -0.0606, -0.1507, -0.2245

***

Below is a structure of composition C19H17FN4O9Pt at a distorted geometry, with properties calculated with the ωB97M-V functional and the def2-TZVPD basis.

Structure (ORCA input):
```
! RIJCOSX wB97M-V def2-TZVPD def2/J DEFGRID3
* xyz -2 1
Pt 0.082 -0.508 0.664
C 2.656 -3.515 -0.811
C 2.418 -2.108 -0.324
O 1.527 -2.007 0.612
C 3.134 -1.059 -0.804
C 2.909 0.292 -0.353
C 4.083 1.226 -0.295
N 1.738 0.723 -0.008
N 1.710 1.992 0.531
C 0.515 2.581 0.419
O -0.440 2.232 -0.283
C 0.397 3.820 1.284
C 1.452 4.310 2.050
C 1.275 5.422 2.862
C 0.037 6.052 2.929
C -1.021 5.561 2.174
C -0.838 4.454 1.357
H 1.724 -3.907 -1.223
H 3.434 -3.556 -1.574
H 2.936 -4.151 0.032
H 3.902 -1.224 -1.548
H 4.953 0.774 -0.773
H 3.848 2.187 -0.753
H 4.308 1.429 0.756
H 2.396 3.785 2.007
H 2.100 5.790 3.462
H -0.106 6.910 3.577
H -1.995 6.035 2.236
H -1.645 4.031 0.771
O -0.621 -1.272 3.840
C 0.280 -0.492 3.608
O 0.812 -0.110 2.494
H 0.809 0.003 4.454
F -5.104 -2.385 0.238
C -4.329 -2.848 -0.754
C -3.490 -2.042 -1.417
N -2.719 -2.487 -2.466
C -1.795 -1.555 -3.111
C -0.642 -1.069 -2.208
O 0.240 -0.423 -2.741
O -0.847 -1.370 -0.982
C -2.685 -3.812 -2.813
O -2.001 -4.280 -3.705
N -3.549 -4.615 -2.084
C -4.434 -4.254 -1.075
O -5.182 -5.072 -0.571
H -3.367 -1.003 -1.139
H -2.353 -0.659 -3.389
H -1.415 -2.023 -4.012
H -3.544 -5.588 -2.345
O -1.555 -0.214 1.205
*
```

Results
Energy above the lowest of the compared OMol25 structures with the same formula, charge and spin in kJ/mol: 143.7
Lowest unoccupied orbital energy (spin up / spin down) in Eh: 0.17043 / 0.17043
E_HOMO (spin up / spin down) in eV: -1.322 / -1.321
Frontier orbital gap (spin up / spin down) in eV: 5.9594 / 5.9589

natural (NBO) population analysis, charges in e, atoms 1 to 8: 1.5897, -0.6613, 0.4322, -0.7319, -0.4515, 0.2660, -0.6551, -0.2808

***

Below is an isolated molecule of C19H17N3O4 at a distorted geometry, with properties calculated with the ωB97M-V functional and the def2-TZVPD basis.

Structure (ORCA input):
```
! RIJCOSX wB97M-V def2-TZVPD def2/J DEFGRID3
* xyz 0 1
C -5.192 -2.633 -0.921
C -4.161 -1.661 -0.437
C -4.474 -0.689 0.505
C -3.521 0.212 0.941
C -2.223 0.149 0.443
C -1.155 1.076 0.887
O 0.016 0.752 0.964
N -1.576 2.329 1.244
C -0.569 3.344 1.485
C 0.253 3.490 0.203
O -0.236 3.683 -0.875
O 1.556 3.311 0.431
C 2.356 2.984 -0.709
C 2.110 1.549 -1.019
N 1.364 1.064 -1.958
N 1.303 -0.261 -1.763
C 2.012 -0.528 -0.703
C 2.197 -1.825 -0.095
C 1.618 -2.947 -0.688
C 1.776 -4.188 -0.103
C 2.506 -4.319 1.068
C 3.080 -3.205 1.659
C 2.928 -1.957 1.083
O 2.572 0.589 -0.196
C -1.898 -0.832 -0.491
C -2.860 -1.719 -0.928
H -6.147 -2.471 -0.427
H -5.333 -2.529 -1.996
H -4.868 -3.655 -0.728
H -5.477 -0.637 0.904
H -3.781 0.945 1.691
H -2.457 2.645 0.871
H 0.088 3.016 2.294
H -1.056 4.284 1.742
H 3.391 3.160 -0.413
H 2.066 3.595 -1.569
H 1.056 -2.821 -1.599
H 1.328 -5.058 -0.560
H 2.627 -5.292 1.522
H 3.645 -3.309 2.573
H 3.363 -1.082 1.540
H -0.892 -0.874 -0.880
H -2.602 -2.469 -1.661
*
```

Results
Energy above the lowest of the compared OMol25 structures with the same formula, charge and spin in kJ/mol: 116.8
Lowest unoccupied orbital energy in Eh: 0.02048
E_HOMO in eV: -8.755
SMILES string: Cc1ccc(C(=O)NCC(=O)OCc2nnc(-c3ccccc3)o2)cc1
Frontier orbital gap in eV: 9.3123

natural (NBO) population analysis, charges in e, atoms 1 to 8: -0.6332, 0.0156, -0.2290, -0.1719, -0.1911, 0.6837, -0.6356, -0.6053